{"formula": "C19H42CaP2Si", "method": "ωB97M-V/def2-TZVPD", "homo_energy_ev": -4.11, "gap_ev": 3.842, "total_energy_ev": -65269.465, "total_charge": 0, "de_lowest_ev": 3.988, "spin_multiplicity": 1, "elements": ["P", "P", "C", "C", "H", "H", "H", "H", "C", "H", "H", "H", "C", "H", "H", "H", "C", "H", "H", "H", "C", "H", "H", "H", "Ca", "C", "C", "C", "C", "C", "C", "C", "C", "C", "H", "H", "H", "H", "H", "H", "H", "H", "H", "H", "H", "H", "H", "H", "H", "C", "Si", "C", "C", "C", "H", "H", "H", "H", "H", "H", "H", "H", "H", "H", "H"], "positions_angstrom": [[-0.06907, -2.29616, -3.02366], [0.01236, 1.74107, -3.10976], [-0.53991, -0.91190, -4.11339], [0.37276, 0.33843, -4.21265], [-1.58636, -0.64110, -3.90220], [-0.54570, -1.36177, -5.12034], [1.44570, 0.08781, -4.16872], [0.22317, 0.77170, -5.21567], [-1.53406, 2.45832, -3.69900], [-1.85890, 3.25610, -3.01472], [-2.32080, 1.70047, -3.79526], [-1.33505, 2.89926, -4.68855], [1.25348, 2.99941, -3.40271], [0.93714, 3.59042, -4.27893], [2.22689, 2.54447, -3.61475], [1.33564, 3.66725, -2.53232], [-1.30010, -3.57836, -3.27759], [-1.32484, -4.24765, -2.41122], [-1.03225, -4.15801, -4.16961], [-2.28745, -3.12859, -3.42548], [1.43991, -2.96713, -3.77336], [2.22962, -2.21004, -3.85753], [1.19821, -3.33790, -4.77808], [1.81284, -3.80285, -3.16994], [-1.30760, -0.39709, 3.18872], [1.10693, 1.57134, -0.72673], [-0.18829, 1.35161, -1.36407], [-1.16173, 0.11581, -1.06612], [-0.67817, -1.15809, -0.38072], [0.22403, -2.14829, -1.24035], [1.63732, -1.86840, -1.01668], [2.18385, -0.58515, -1.36085], [2.04738, 0.56353, -0.28289], [-0.09684, -2.34639, 3.54141], [1.33193, 2.60713, -0.47428], [-0.80027, 2.23902, -1.06855], [-1.68974, -0.13861, -2.00174], [-1.96806, 0.53587, -0.43340], [-0.13553, -0.92335, 0.54911], [-1.56365, -1.73909, -0.07261], [0.00914, -3.16484, -0.86354], [2.26410, -2.65231, -0.59284], [1.64247, -0.24180, -2.26855], [3.24287, -0.67146, -1.65485], [1.80774, 0.13264, 0.71014], [3.04272, 1.03556, -0.18725], [0.90576, -2.25132, 3.98348], [0.03652, -2.73188, 2.51784], [-0.64262, -3.11117, 4.11123], [-2.43014, 1.40966, 5.17161], [-0.54978, 1.40842, 5.41269], [-0.05947, 2.86880, 6.46404], [-0.14255, -0.17845, 6.32210], [0.23052, 1.33435, 3.73685], [-2.83348, 1.63122, 6.16922], [-2.92690, 0.45857, 4.87524], [-2.75650, 2.21212, 4.49440], [-0.66624, 2.92888, 7.37993], [0.99612, 2.80436, 6.76598], [-0.18828, 3.81219, 5.91449], [-0.04105, -1.07290, 5.68511], [0.82069, -0.02700, 6.83232], [-0.89929, -0.38780, 7.09182], [0.13567, 2.26124, 3.14445], [1.30719, 1.09986, 3.74927]], "forces_ev_per_angstrom": [[0.5, 0.0, 0.0], [-0.2, -0.9, 0.4], [-0.2, 0.3, -0.9], [0.2, 0.0, -0.8], [0.4, -0.1, -0.1], [-0.1, 0.1, 0.2], [-0.5, 0.1, 0.1], [0.0, -0.2, 0.1], [-0.2, 0.4, -1.1], [0.1, -0.3, -0.2], [0.2, 0.2, 0.1], [-0.4, 0.0, 0.2], [0.0, 0.5, -0.4], [0.1, -0.2, 0.1], [-0.2, 0.1, 0.3], [0.0, -0.4, -0.2], [-0.4, -0.3, -0.7], [0.0, 0.2, -0.2], [-0.3, 0.0, 0.1], [0.1, -0.2, 0.1], [0.0, 0.0, -0.2], [-0.2, -0.2, 0.3], [-0.1, 0.1, 0.0], [-0.1, 0.4, 0.0], [0.4, 0.2, -0.5], [-0.3, 1.6, 0.1], [-0.6, 0.2, 1.5], [-0.5, 1.0, -0.2], [-0.5, -0.5, -0.8], [1.2, 1.1, 3.2], [0.2, -2.6, 0.1], [0.5, 0.8, 0.4], [1.1, -0.8, -0.5], [-0.2, -0.4, -0.1], [-0.4, -0.1, 0.2], [0.1, -0.3, -0.4], [0.1, 0.0, 0.3], [0.3, -0.1, -0.1], [0.2, -0.2, -0.5], [-0.2, 0.2, -0.1], [0.0, 0.2, -0.3], [-0.2, 0.0, -0.3], [0.3, 0.3, 0.2], [-0.1, 0.1, 0.0], [0.3, -0.3, -0.3], [-0.3, -0.1, 0.2], [-0.2, 0.1, -0.1], [0.1, -0.2, 0.1], [0.1, -0.2, 0.0], [-0.5, 0.1, 0.2], [1.6, 0.1, -1.2], [-0.4, 0.4, 0.6], [-0.1, -0.2, 0.5], [-0.2, 0.4, 0.2], [-0.2, -0.1, -0.2], [0.1, 0.4, 0.2], [0.0, -0.2, 0.1], [0.2, 0.1, -0.1], [-0.3, -0.1, -0.2], [0.0, -0.2, 0.1], [-0.1, 0.4, 0.2], [-0.2, -0.1, -0.1], [0.2, 0.0, 0.0], [-0.2, -0.1, 0.2], [-0.3, -0.2, 0.1]], "mulliken_charge": [1.45, 1.19, -1.31, -1.13, 0.53, 0.65, 0.56, 0.60, -1.44, 0.44, 0.32, 0.48, -1.63, 0.46, 0.39, 0.42, -1.54, 0.38, 0.45, 0.42, -1.59, 0.37, 0.50, 0.42, 1.27, -1.35, 0.64, -0.77, -0.64, 0.17, -1.56, 0.39, -0.98, -1.68, 0.46, 0.81, 0.35, 0.19, -0.41, 0.52, 0.73, 0.18, -1.13, 0.49, 0.06, 0.47, 0.30, 0.27, 0.42, -1.21, 0.23, -1.00, -0.74, -1.18, 0.29, 0.52, 0.32, 0.28, 0.28, 0.28, 0.18, 0.26, 0.30, 0.35, 0.25]}



{"formula": "C2H7N4", "method": "ωB97M-V/def2-TZVPD", "homo_energy_ev": -14.74, "gap_ev": 9.752, "total_energy_ev": -8137.794, "total_charge": 1, "de_lowest_ev": 4.453, "spin_multiplicity": 1, "elements": ["C", "C", "N", "N", "N", "N", "H", "H", "H", "H", "H", "H", "H"], "positions_angstrom": [[-0.03657, -0.48472, -0.62006], [-0.03125, -0.57075, 0.91805], [0.00932, 0.70242, -1.09421], [0.13200, 0.72347, 1.38980], [-0.14848, -1.62064, -1.30711], [0.20381, 1.74831, -0.15650], [-1.08864, -1.09622, 0.99493], [0.85895, -1.18985, 1.15231], [-0.55065, 1.12514, 2.03278], [0.08555, -2.44080, -0.86547], [-0.24406, -1.69658, -2.28501], [1.15178, 2.23018, -0.04021], [-0.34175, 2.57004, -0.11930]], "forces_ev_per_angstrom": [[0.4, 0.8, 0.6], [-1.9, -1.6, -1.7], [0.3, 2.4, -1.0], [1.1, 2.5, -0.1], [-0.3, 2.0, -0.1], [2.0, -4.0, 2.8], [2.1, 0.9, 0.9], [-0.7, 0.1, 0.3], [-0.3, 0.0, -0.7], [0.4, -2.1, 1.3], [0.0, 0.5, -1.1], [-0.6, -1.9, -0.7], [-2.4, 0.5, -0.6]], "mulliken_charge": [0.40, -0.08, -0.55, -0.37, -0.35, -0.09, 0.28, 0.32, 0.29, 0.20, 0.25, 0.36, 0.33]}



{"formula": "C2H7N3O", "method": "ωB97M-V/def2-TZVPD", "homo_energy_ev": -8.08, "gap_ev": 8.821, "total_energy_ev": -8700.743, "total_charge": 0, "de_lowest_ev": 5.534, "smiles": "CN(O)/C=N\\N", "spin_multiplicity": 1, "elements": ["C", "N", "O", "C", "N", "N", "H", "H", "H", "H", "H", "H", "H"], "positions_angstrom": [[-2.05891, -0.35804, 0.02362], [-0.73078, 0.15648, -0.41190], [-0.29060, 1.42954, 0.13094], [0.02733, -0.89615, 0.15096], [1.35027, -0.84509, 0.15010], [2.03916, 0.18357, -0.20048], [-2.43288, -1.10016, -0.72745], [-2.26459, -0.56682, 1.10505], [-2.88928, 0.51417, -0.33730], [-0.43893, 1.29419, 1.10492], [-0.46378, -1.89149, 0.08971], [2.90329, 0.27165, 0.23512], [1.49004, 1.10253, -0.32922]], "forces_ev_per_angstrom": [[-4.4, 4.5, -2.4], [-1.1, -1.5, 0.7], [-1.8, -1.1, 1.4], [4.5, -0.1, -1.7], [-3.0, -3.2, 1.5], [-2.1, 3.9, -1.7], [0.9, 0.0, 1.1], [0.6, -0.1, -1.0], [2.1, -1.9, 1.4], [0.4, 0.6, -0.8], [0.7, 0.9, 0.6], [1.7, -0.1, 0.6], [1.4, -1.8, 0.3]], "mulliken_charge": [-0.93, -0.08, -0.47, 0.00, -0.39, -0.30, 0.40, 0.37, 0.28, 0.35, 0.26, 0.23, 0.30]}



{"formula": "C21H14AuClIN3O", "method": "ωB97M-V/def2-TZVPD", "homo_energy_ev": -13.96, "gap_ev": 4.865, "total_energy_ev": -52821.160, "total_charge": 2, "de_lowest_ev": 0.674, "spin_multiplicity": 1, "elements": ["Au", "Cl", "C", "C", "C", "C", "O", "C", "C", "N", "C", "C", "C", "C", "C", "C", "C", "C", "N", "C", "C", "H", "H", "H", "H", "H", "H", "H", "H", "H", "H", "I", "C", "C", "C", "C", "N", "C", "H", "H", "H", "H"], "positions_angstrom": [[0.00601, -0.60405, -0.24122], [5.57459, 3.76297, 1.86432], [4.54483, 2.60012, 1.15711], [5.07346, 1.39804, 0.64223], [4.25021, 0.43348, 0.13415], [2.83735, 0.58470, 0.11285], [2.12861, -0.41798, -0.29020], [2.31725, 1.84030, 0.55467], [0.95565, 2.18151, 0.47991], [-0.04214, 1.49791, -0.00040], [-1.33129, 2.04429, -0.12383], [-1.59866, 3.39640, -0.19538], [-2.91659, 3.86773, -0.26461], [-3.96763, 2.99307, -0.27609], [-3.72835, 1.60241, -0.26203], [-4.76916, 0.65246, -0.31596], [-4.46448, -0.68432, -0.33570], [-3.12393, -1.06935, -0.29092], [-2.12991, -0.20401, -0.22977], [-2.39519, 1.13078, -0.20752], [3.19558, 2.81477, 1.07921], [6.14466, 1.24801, 0.65593], [4.65171, -0.49093, -0.25756], [0.73608, 3.16731, 0.88260], [-0.79189, 4.11527, -0.22189], [-3.09514, 4.93284, -0.30496], [-4.99049, 3.34175, -0.32078], [-5.79594, 0.99353, -0.34321], [-5.23353, -1.44003, -0.38925], [-2.87232, -2.11702, -0.29593], [2.79678, 3.76076, 1.42228], [3.91560, -5.08538, -0.17945], [1.90519, -4.50331, -0.28072], [0.87814, -5.43737, -0.31540], [-0.43032, -4.98125, -0.40374], [-0.66767, -3.62346, -0.42921], [0.32550, -2.72949, -0.37061], [1.59137, -3.15408, -0.31037], [1.08493, -6.49826, -0.27807], [-1.25749, -5.67446, -0.44966], [-1.67356, -3.24933, -0.50784], [2.36216, -2.39632, -0.29297]], "forces_ev_per_angstrom": [[1.3, 2.2, 0.2], [0.2, 0.2, 0.0], [-0.5, -0.2, -0.2], [-0.1, 0.4, 0.1], [-0.7, -0.5, -0.3], [0.7, 1.7, 0.7], [-2.3, -1.7, -0.5], [0.0, -0.8, -0.1], [0.6, 0.0, 0.1], [0.0, -1.8, 0.0], [-0.7, 0.5, -0.2], [0.3, -0.3, -0.1], [-0.3, -0.1, 0.1], [0.1, 0.1, 0.0], [0.1, -0.1, 0.0], [0.2, -0.1, 0.0], [0.0, 0.2, 0.0], [-0.1, -0.2, 0.0], [1.2, -1.0, -0.1], [-0.1, 0.6, 0.1], [0.5, 0.3, 0.2], [0.0, -0.1, 0.0], [0.1, 0.0, 0.0], [-0.2, 0.0, -0.2], [0.0, 0.0, 0.0], [0.0, 0.0, 0.0], [0.0, 0.0, 0.0], [0.0, 0.0, 0.0], [0.0, 0.0, 0.0], [-0.1, 0.1, 0.0], [0.0, 0.0, 0.0], [-0.4, 0.1, 0.0], [0.3, -0.2, 0.0], [0.0, 0.1, 0.0], [0.1, 0.1, 0.0], [-0.3, -0.2, 0.0], [-0.3, 0.9, 0.1], [0.3, 0.0, 0.0], [0.0, 0.0, 0.0], [0.0, 0.0, 0.0], [0.1, -0.1, 0.0], [-0.1, -0.1, 0.0]], "mulliken_charge": [1.53, -0.16, -0.01, -0.49, -0.62, 0.70, -1.01, 0.34, 0.38, -0.44, 0.65, -0.31, -1.07, -0.89, 0.92, -0.42, -1.07, 0.29, -0.61, 0.41, -0.94, 0.44, 0.46, 0.53, 0.47, 0.42, 0.43, 0.47, 0.43, 0.30, 0.42, 0.23, -0.50, -0.06, -0.94, 0.39, -0.32, 0.32, 0.45, 0.43, 0.27, 0.18]}



{"formula": "C25H22BrCoN4O4Si", "method": "ωB97M-V/def2-TZVPD", "homo_energy_ev": [-9.07, -9.07], "gap_ev": [6.876, 7.025], "total_energy_ev": -155978.201, "total_charge": 0, "de_lowest_ev": 0.390, "spin_multiplicity": 1, "elements": ["Co", "Br", "C", "C", "C", "C", "C", "N", "C", "O", "O", "H", "H", "H", "O", "N", "C", "C", "N", "C", "N", "C", "C", "C", "C", "Si", "O", "C", "C", "C", "C", "C", "C", "C", "C", "C", "C", "C", "C", "H", "H", "H", "H", "H", "H", "H", "H", "H", "H", "H", "H", "H", "H", "H", "H", "H", "H", "H"], "positions_angstrom": [[0.16200, -0.11789, 0.78338], [1.70592, 2.33928, 2.95152], [1.36299, 2.61231, 1.12693], [1.84020, 3.77314, 0.53841], [1.53008, 4.02939, -0.78393], [0.72361, 3.13703, -1.47397], [0.30580, 2.00228, -0.82421], [0.64092, 1.72520, 0.45157], [-0.61051, 1.00053, -1.48428], [-1.07142, 1.20460, -2.57674], [-0.84976, -0.03261, -0.72602], [2.44132, 4.45079, 1.12519], [1.90072, 4.92599, -1.26224], [0.40760, 3.28184, -2.49710], [-1.54605, 0.33063, 1.66723], [-1.99317, 0.29437, 2.85726], [-1.25604, -0.17467, 3.84896], [-1.77054, -0.20894, 5.17723], [-2.15779, -0.25331, 6.25744], [0.02729, -0.60804, 3.44267], [0.80966, -0.75695, 2.61112], [3.10555, -3.40917, 0.93813], [2.92004, -3.19041, -0.56717], [1.63170, -3.87616, -1.03506], [4.11306, -3.79071, -1.32374], [2.81630, -1.34763, -0.92199], [1.53104, -0.75089, -0.12620], [4.33451, -0.46011, -0.24141], [5.62143, -0.53877, -0.78302], [6.69474, 0.12441, -0.20355], [6.50903, 0.88365, 0.94388], [5.24525, 0.96403, 1.51120], [4.17936, 0.29596, 0.92333], [2.55044, -1.03081, -2.75567], [3.57351, -0.83449, -3.68828], [3.29702, -0.63847, -5.03419], [1.98228, -0.63389, -5.48046], [0.94996, -0.82966, -4.57483], [1.23554, -1.03303, -3.23148], [3.16840, -4.48098, 1.15513], [2.26928, -2.99788, 1.51003], [4.02211, -2.93878, 1.30404], [1.68311, -4.94897, -0.81953], [1.47762, -3.75720, -2.11032], [0.75163, -3.47528, -0.52501], [4.16175, -4.87008, -1.14353], [5.06173, -3.35970, -0.99166], [4.02737, -3.63888, -2.40348], [5.80841, -1.13292, -1.66977], [7.67914, 0.04655, -0.64831], [7.34632, 1.39989, 1.39651], [5.08816, 1.53773, 2.41726], [3.20347, 0.34445, 1.39096], [4.60902, -0.81711, -3.37129], [4.10872, -0.48428, -5.73455], [1.76472, -0.47522, -6.52931], [-0.08064, -0.81632, -4.90601], [0.41510, -1.18780, -2.54026]], "forces_ev_per_angstrom": [[-0.3, 0.3, -0.2], [0.0, 0.0, 0.0], [0.0, 0.0, 0.1], [0.0, 0.0, 0.0], [0.0, 0.0, 0.0], [0.0, 0.1, 0.0], [0.0, 0.0, 0.0], [-0.1, 0.0, -0.1], [0.0, 0.0, 0.1], [0.0, 0.0, 0.0], [0.1, 0.0, 0.0], [0.0, 0.0, 0.0], [0.0, 0.0, 0.0], [0.0, 0.0, 0.0], [0.1, 0.0, 0.0], [0.1, 0.0, 0.2], [-0.1, 0.0, 0.0], [0.0, 0.0, 0.0], [0.0, 0.0, 0.0], [-0.4, 0.1, 0.0], [0.5, -0.2, 0.0], [0.0, 0.0, 0.0], [0.1, -0.1, 0.0], [0.0, 0.0, 0.0], [0.0, 0.0, 0.0], [0.0, 0.3, -0.1], [-0.1, -0.3, 0.3], [0.0, 0.0, 0.0], [0.0, 0.0, 0.0], [0.0, 0.0, 0.0], [0.0, 0.0, 0.0], [0.0, 0.0, 0.0], [0.0, 0.0, 0.0], [0.1, -0.1, 0.0], [0.0, 0.1, 0.0], [0.0, 0.0, 0.0], [0.0, 0.0, 0.0], [0.0, 0.0, 0.0], [0.0, 0.0, 0.0], [0.0, 0.0, 0.0], [0.0, 0.0, 0.0], [0.0, 0.0, 0.0], [0.0, 0.0, 0.0], [0.0, 0.0, 0.0], [0.0, 0.0, 0.0], [0.0, 0.0, 0.0], [0.0, 0.0, 0.0], [0.0, 0.0, 0.0], [0.0, 0.0, 0.0], [0.0, 0.0, 0.0], [0.0, 0.0, 0.0], [0.0, 0.0, 0.0], [0.0, 0.0, 0.0], [0.0, 0.0, 0.0], [0.0, 0.0, 0.0], [0.0, 0.0, 0.0], [0.0, 0.0, 0.0], [0.0, 0.0, 0.0]], "mulliken_charge": [-0.23, -0.06, 0.29, -0.55, -0.46, -0.78, 0.42, 0.62, 0.68, -0.64, -0.34, 0.46, 0.45, 0.54, -0.21, -0.21, 0.37, -0.13, -0.42, 0.79, -0.44, -1.64, 2.21, -1.62, -1.78, -1.51, 0.60, 0.89, -0.27, -0.97, -0.52, -0.84, 0.25, 1.03, -0.17, -0.76, -0.55, -0.82, -0.36, 0.51, 0.21, 0.32, 0.51, 0.33, 0.20, 0.49, 0.32, 0.36, 0.21, 0.41, 0.38, 0.43, 0.11, 0.08, 0.44, 0.38, 0.43, 0.57]}



{"formula": "C3H6N3O2", "method": "ωB97M-V/def2-TZVPD", "homo_energy_ev": [-13.87, -13.87], "gap_ev": [8.140, 8.140], "total_energy_ev": -11760.135, "total_charge": 1, "de_lowest_ev": 6.104, "spin_multiplicity": 1, "elements": ["C", "C", "C", "N", "N", "N", "O", "O", "H", "H", "H", "H", "H", "H"], "positions_angstrom": [[2.13446, -0.04023, 1.44780], [-1.49310, -0.24257, -0.13808], [-1.87360, 0.61623, -1.04710], [1.35040, 0.68529, 0.78167], [-0.37224, -0.94200, -0.15261], [-2.38481, 1.51858, -1.58254], [0.36495, -0.88994, -1.30656], [-0.04762, -1.68246, 0.73910], [2.92946, 0.20212, 2.16571], [2.01345, -1.02073, 1.21251], [-2.29484, -0.55752, 0.54117], [1.31987, 1.62191, 0.88805], [-2.91101, 1.94569, -2.26472], [1.26465, -1.21437, -1.28441]], "forces_ev_per_angstrom": [[0.5, 2.5, 0.2], [-1.0, -1.9, 1.8], [-1.5, 3.4, -2.4], [-0.4, -3.2, -0.4], [2.9, -2.4, 0.6], [2.0, -1.9, 1.9], [-2.6, 1.1, -0.7], [-0.5, 0.5, -1.2], [-0.4, 0.5, -0.1], [0.1, -3.2, -0.1], [0.8, 0.1, 0.1], [0.6, 3.9, 0.9], [-1.3, 1.0, -1.8], [0.7, -0.5, 1.3]], "mulliken_charge": [-0.20, -0.31, 0.26, -0.40, 0.87, -0.06, -0.38, -0.49, 0.29, 0.20, 0.37, 0.18, 0.28, 0.40]}